Entry 1:
Entry from the OMol25 dataset: a molecular structure, C3H9NaNiO4S (the ωB97M-V functional and the def2-TZVPD basis).

XYZ file:
```
19
Properties=species:S:1:pos:R:3:forces:R:3:lowdin_spin:R:1
Na -5.6165 -2.9371 1.4442 -0.10 -0.17 0.05 0.002
Ni -1.9405 -2.9739 -0.2477 -0.01 1.07 0.59 1.736
O -3.4887 -2.5685 0.6277 0.19 -0.09 -0.36 0.207
H -3.4280 -1.6098 0.7695 0.08 -0.14 0.06 0.002
O -1.0097 -1.2694 -0.1689 -0.47 -0.92 -0.67 0.042
S -0.2895 -0.0983 0.3581 0.90 1.38 0.18 0.006
O 0.0523 -0.1109 1.7247 -0.25 -0.37 0.82 0.001
O 0.9642 0.0312 -0.5106 -0.45 -0.36 -0.58 0.002
C 2.1382 0.8201 -0.0101 0.15 -0.57 0.57 0.001
C 3.2308 0.5965 -0.9908 0.47 -0.11 -0.88 0.000
C -1.2238 1.3543 -0.0099 -0.43 -0.47 -0.44 0.001
H 2.3700 0.3973 0.9639 0.00 0.10 0.05 0.000
H 1.8481 1.8621 0.1060 -0.13 0.01 -0.18 0.000
H 3.5213 -0.4438 -1.1388 -0.22 -0.13 0.49 0.000
H 4.1258 1.1160 -0.6478 -0.07 0.17 -0.09 0.000
H 2.9572 0.9292 -1.9930 0.05 0.40 0.14 0.000
H -0.5056 2.1556 -0.1604 -0.04 0.11 0.20 0.000
H -1.9115 1.5479 0.8093 0.18 0.08 0.15 0.000
H -1.7941 1.2015 -0.9252 0.15 0.01 -0.09 0.000
```
Positions in Å, forces in eV/Å.

Results
charge	+2
spin multiplicity	3
HOMO (alpha / beta)	-17.62 / -17.62	eV
gap between HOMO and LUMO (alpha / beta)	8.712 / 7.435	eV
E_LUMO (alpha / beta)	-8.909 / -10.186	eV

---

Entry 2:
Entry from the OMol25 dataset: 2 unconnected molecules or ions with the total composition C3H9O2 (the ωB97M-V functional and the def2-TZVPD basis).

XYZ file:
```
14
Properties=species:S:1:pos:R:3:forces:R:3:nbo_charge:R:1
C 0.6426 0.7479 0.5549 2.16 0.99 1.50 0.057
O 0.5809 1.4828 -0.4995 -0.31 1.42 -0.95 -0.922
C 2.2517 0.3747 1.0138 -2.74 -0.92 -1.98 -0.494
C 2.1996 -0.4591 2.2780 2.35 -0.25 2.21 -0.620
H 0.1713 1.1797 1.5741 0.31 -0.68 -1.12 0.013
H 0.2683 -0.2415 0.3147 -0.61 -1.28 0.83 0.065
H 2.4297 -0.3162 0.0684 0.42 1.27 1.97 0.174
H 2.9225 1.2374 1.0069 -0.23 -0.07 0.03 0.185
H 3.1289 -1.0967 2.1860 -0.98 0.01 0.65 0.181
H 2.3542 0.0492 3.4220 -0.75 -0.89 -3.29 0.166
H 1.3086 -1.1186 2.2805 0.39 0.41 0.16 0.196
H -5.5695 -1.2509 -3.2184 -1.27 0.36 -0.22 0.459
H -4.7572 -2.2706 -2.4021 0.17 1.44 -1.13 0.468
O -4.6834 -1.5018 -3.0396 1.08 -1.81 1.33 -0.928
```
Positions in Å, forces in eV/Å.

Results
charge	-1
HOMO	-1.89	eV
gap between HOMO and LUMO	4.765	eV
energy above the lowest of the compared OMol25 structures with the same formula, charge and spin	51.9	kcal per mole
E_LUMO	2.871	eV

---

Entry 3:
Entry from the OMol25 dataset: 2 unconnected molecules or ions with the total composition C3H9O2S (the ωB97M-V functional and the def2-TZVPD basis).

XYZ file:
```
15
Properties=species:S:1:pos:R:3:forces:R:3:nbo_charge:R:1
C -0.1832 0.0282 1.0619 -0.71 0.04 -0.47 -0.021
O -0.9806 1.0212 0.5815 0.25 0.59 -0.26 -0.926
C 0.3797 -0.9204 -0.0647 -0.16 0.77 0.85 -0.453
C -0.4591 -0.7716 -1.3010 0.66 0.48 -0.64 -0.484
S 0.3207 -1.5143 -2.7989 -0.55 -0.27 0.42 -0.112
H 0.6743 0.4474 1.6112 0.26 -0.25 0.27 0.112
H -0.7694 -0.5841 1.7555 0.05 -0.52 0.47 0.095
H 0.4057 -1.9381 0.3211 0.23 -0.25 -0.15 0.174
H 1.3799 -0.5454 -0.2660 0.29 -0.39 -0.29 0.186
H -1.5146 -0.9796 -1.1454 0.06 -0.40 -0.25 0.217
H -0.4037 0.2770 -1.5722 -0.30 0.26 0.14 0.244
H 0.3411 -2.7777 -2.3555 0.08 -0.12 -0.10 0.096
H -0.3505 2.2211 1.0975 0.01 0.20 0.29 0.503
H 1.0530 2.9945 1.4567 -0.12 -0.08 -0.08 0.430
O 0.1066 3.0418 1.6182 -0.05 -0.06 -0.19 -1.061
```
Positions in Å, forces in eV/Å.

Results
charge	-1
HOMO	-3.45	eV
gap between HOMO and LUMO	6.619	eV
energy above the lowest of the compared OMol25 structures with the same formula, charge and spin	12.4	kcal per mole
E_LUMO	3.169	eV

---

Entry 4:
Entry from the OMol25 dataset: 2 unconnected molecules or ions with the total composition C3H9O2S2 (the ωB97M-V functional and the def2-TZVPD basis).

XYZ file:
```
16
Properties=species:S:1:pos:R:3:forces:R:3:nbo_charge:R:1
C 0.0980 0.6279 0.2316 1.73 0.08 1.50 -0.486
C 1.0440 1.2400 -0.8024 0.49 -1.44 -1.36 -0.062
O 1.4412 0.2009 -1.7835 0.47 0.22 0.61 -0.751
C -1.3807 0.8952 0.1585 -0.39 0.60 0.25 -0.521
S -2.4222 0.4311 1.6768 0.70 0.78 -0.18 -0.054
S -1.2814 -0.9588 2.6826 0.11 -0.23 -0.02 -0.758
H 0.6171 0.7980 1.2145 -1.26 0.46 -0.32 0.228
H 0.2609 -0.4290 0.2042 0.07 -0.75 -0.36 0.231
H 0.5944 1.8914 -1.5421 -0.23 1.03 0.69 0.178
H 2.0106 1.6180 -0.3612 -1.23 0.10 -0.34 0.159
H -1.8890 0.2103 -0.5071 0.42 0.22 -0.95 0.204
H -1.4778 1.9589 -0.1866 -0.65 -0.80 0.57 0.190
H 0.0327 -2.5252 -0.6347 -0.08 0.13 0.02 0.463
H -0.0676 -2.6090 0.8946 -0.22 0.06 -0.07 0.502
H 2.1694 -0.2578 -1.3539 -0.10 -0.35 -0.18 0.455
O 0.2504 -3.0920 0.1089 0.18 -0.10 0.15 -0.979
```
Positions in Å, forces in eV/Å.

Results
charge	-1
HOMO	-2.42	eV
gap between HOMO and LUMO	5.842	eV
energy above the lowest of the compared OMol25 structures with the same formula, charge and spin	19.4	kcal per mole
E_LUMO	3.418	eV

---

Entry 5:
Entry from the OMol25 dataset: 2 unconnected molecules or ions with the total composition C3H9O3 (the ωB97M-V functional and the def2-TZVPD basis).

XYZ file:
```
15
Properties=species:S:1:pos:R:3:forces:R:3:nbo_charge:R:1
C 0.3619 0.1862 -1.3320 0.19 -1.05 -0.22 -0.008
O 1.4844 -0.0699 -0.6236 0.15 -0.01 0.27 -0.940
C -0.8593 -0.7196 -0.8667 0.21 1.76 -0.73 -0.457
C -1.3430 -0.1531 0.4541 0.15 -2.37 0.33 -0.071
O -2.4232 -0.9338 1.0497 -0.62 0.72 -0.17 -0.764
H 0.0808 1.2722 -1.3286 -0.33 -0.31 0.07 0.098
H 0.4861 -0.0882 -2.4111 -0.02 0.25 -0.01 0.089
H -0.5327 -1.7574 -0.8060 0.24 0.04 0.34 0.189
H -1.5970 -0.6888 -1.6752 -0.42 0.14 0.20 0.168
H -0.4780 -0.2901 1.1120 -0.01 0.83 0.06 0.179
H -1.7203 0.8587 0.4045 0.16 0.21 -0.10 0.170
H -2.0871 -1.7577 1.3898 0.41 -0.24 -0.03 0.454
H 1.8679 1.3465 1.6885 0.88 0.37 -0.31 0.431
H 2.1695 0.8837 0.2903 0.39 0.33 0.09 0.510
O 2.5987 1.4954 1.0483 -1.36 -0.66 0.18 -1.049
```
Positions in Å, forces in eV/Å.

Results
charge	-1
HOMO	-3.33	eV
gap between HOMO and LUMO	7.043	eV
energy above the lowest of the compared OMol25 structures with the same formula, charge and spin	8.5	kcal per mole
E_LUMO	3.713	eV

---

Entry 6:
Entry from the OMol25 dataset: 2 unconnected molecules or ions with the total composition C3H9O3P (the ωB97M-V functional and the def2-TZVPD basis).

XYZ file:
```
16
Properties=species:S:1:pos:R:3:forces:R:3:nbo_charge:R:1
C 1.2228 1.0192 2.0567 0.06 1.55 -1.15 -0.255
O 0.9136 -0.0153 1.1429 0.26 -0.13 -0.82 -0.818
P 1.7184 -0.2451 -0.3151 0.61 -0.70 1.66 1.301
C 0.2337 -0.8523 -1.1497 -1.93 -1.47 0.53 -1.032
O 2.5763 -1.6901 0.0702 0.66 1.48 0.85 -0.995
H 0.2590 1.2806 2.4930 0.23 -0.31 0.76 0.189
H 1.4518 2.0175 1.5014 0.41 -1.72 0.87 0.173
H 2.0059 0.6832 2.7787 -0.67 0.63 -0.44 0.181
H -0.2755 -0.0376 -1.6711 0.47 0.09 -0.11 0.257
H 0.2789 -1.7130 -1.8343 0.63 0.45 0.00 0.254
H -0.5675 -1.1970 -0.4138 1.27 0.45 -0.44 0.250
H 3.3567 -1.4745 0.6960 -1.93 -0.36 -1.70 0.493
C -3.3158 0.5788 -1.3444 -0.18 -0.93 0.59 0.283
O -2.6258 0.1169 -2.1995 0.33 -0.14 -0.73 -0.496
H -3.1962 1.5961 -1.0067 -0.10 0.84 0.19 0.109
H -4.0364 -0.0675 -0.8044 -0.13 0.26 -0.06 0.106
```
Positions in Å, forces in eV/Å.

Results
charge	0
HOMO	-8.81	eV
SMILES	COP(C)O.C=O
gap between HOMO and LUMO	9.453	eV
energy above the lowest of the compared OMol25 structures with the same formula, charge and spin	33.7	kcal per mole
E_LUMO	0.644	eV

---

Entry 7:
Entry from the OMol25 dataset: 2 unconnected molecules or ions with the total composition C3H9OS (the ωB97M-V functional and the def2-TZVPD basis).

XYZ file:
```
14
Properties=species:S:1:pos:R:3:forces:R:3:nbo_charge:R:1
C 2.4659 0.3066 -0.8548 -0.08 -0.38 -0.47 -0.202
O 1.4163 0.3800 -1.7070 -0.05 0.12 0.06 -0.981
H 2.1887 0.0298 0.1915 -0.04 0.18 0.33 0.070
H 3.2170 -0.4974 -1.1073 0.01 0.20 -0.07 0.077
H 3.0616 1.2490 -0.7859 0.07 -0.02 0.17 0.087
C -0.9320 1.2830 0.4565 0.57 -0.16 -0.22 -0.768
S -1.4825 -0.3488 1.0189 0.50 -0.29 -0.56 0.071
C -0.3949 -1.3743 -0.0745 -0.62 0.54 0.32 -0.745
H -0.8478 1.9110 1.3410 -0.41 0.37 -0.22 0.200
H -1.5671 1.6321 -0.3564 -0.29 0.39 0.41 0.205
H 0.0596 1.2428 -0.0168 -0.02 -0.41 0.15 0.285
H 0.4955 -1.6136 0.4969 0.10 -0.23 -0.12 0.205
H -0.9602 -2.2594 -0.3608 0.13 -0.08 0.01 0.191
H -0.0963 -0.7606 -0.9459 0.14 -0.23 0.22 0.305
```
Positions in Å, forces in eV/Å.

Results
charge	-1
HOMO	-2.52	eV
gap between HOMO and LUMO	6.025	eV
energy above the lowest of the compared OMol25 structures with the same formula, charge and spin	49.6	kcal per mole
E_LUMO	3.504	eV

---

Entry 8:
Entry from the OMol25 dataset: 2 unconnected molecules or ions with the total composition C3H9OS (the ωB97M-V functional and the def2-TZVPD basis).

XYZ file:
```
14
Properties=species:S:1:pos:R:3:forces:R:3:nbo_charge:R:1
C -1.3722 -1.1515 1.6255 0.24 0.12 0.11 -0.195
O -0.1922 -0.4829 1.5966 -0.13 -0.15 0.08 -0.973
H -2.0520 -0.8527 2.4624 -0.05 0.02 0.01 0.084
H -1.9963 -1.0176 0.7048 -0.10 -0.03 -0.08 0.072
H -1.2775 -2.2611 1.7398 -0.02 -0.07 -0.02 0.077
C 1.3479 1.4359 -0.4688 0.08 -0.10 0.01 -0.608
C 0.8321 0.1071 -0.9924 -0.01 0.01 0.11 -0.552
S -0.4304 0.3879 -2.2821 -0.03 -0.07 -0.08 -0.141
H 0.5289 1.9821 -0.0117 -0.08 0.07 0.09 0.220
H 1.8044 2.0587 -1.2445 0.04 0.00 -0.02 0.169
H 2.0853 1.2323 0.3122 -0.01 0.07 -0.04 0.213
H 1.6449 -0.4707 -1.4326 0.00 -0.08 -0.02 0.174
H 0.3786 -0.4145 -0.1116 0.06 0.17 -0.18 0.334
H -1.3016 -0.5530 -1.8976 0.01 0.03 0.04 0.128
```
Positions in Å, forces in eV/Å.

Results
charge	-1
HOMO	-2.48	eV
gap between HOMO and LUMO	5.973	eV
energy above the lowest of the compared OMol25 structures with the same formula, charge and spin	46.6	kcal per mole
E_LUMO	3.492	eV